[1]
DFT (ωB97M-V/def2-TZVPD) results for a 7-piece molecular cluster, C34H87N5O11 overall.

Structure (ORCA input):
```
! wB97M-V def2-TZVPD RIJCOSX def2/J DEFGRID3
* xyz -1 2
H 12.009 13.260 0.883
C 21.821 6.569 1.120
H 27.318 9.550 2.724
H 25.437 10.313 4.389
C 19.241 11.346 5.920
H 25.839 6.600 3.477
O 15.709 12.951 3.552
H 16.450 4.129 -0.778
N 26.774 8.905 2.170
H 17.883 12.510 -0.421
C 25.915 7.553 3.999
H 11.921 13.060 3.014
H 19.276 9.982 -0.536
H 18.881 13.945 -1.605
C 18.176 12.503 3.861
H 15.227 12.346 5.396
H 14.403 14.508 3.676
O 17.094 6.104 -1.117
H 23.121 8.093 1.328
C 21.348 9.089 4.993
C 18.187 15.861 0.347
N 15.426 11.785 6.212
C 14.690 13.768 2.929
H 17.389 15.572 7.449
H 17.723 8.246 -2.317
C 14.776 10.581 6.034
H 26.870 7.645 4.516
H 16.202 11.923 -0.265
O 15.548 14.665 7.152
H 20.537 6.966 2.696
H 17.250 13.520 2.284
H 17.339 12.076 5.679
O 22.232 7.895 1.026
H 17.894 11.533 3.450
N 18.714 8.070 -2.400
C 17.089 13.489 3.362
H 20.711 11.679 4.399
H 13.782 13.293 2.560
H 26.266 9.525 1.555
H 18.884 16.340 1.034
H 18.067 14.778 0.394
C 10.937 15.396 2.315
H 20.373 8.655 5.217
C 15.183 12.922 -6.641
H 22.152 8.480 5.406
H 15.772 13.396 -7.426
H 19.504 11.299 -1.688
H 18.855 9.881 -3.496
H 18.863 10.356 5.664
H 13.940 13.110 6.799
H 15.551 13.801 8.962
H 12.006 15.488 2.510
H 16.708 12.996 7.787
C 19.234 7.239 -1.309
C 19.471 16.090 -1.596
H 16.465 16.311 6.211
H 17.515 15.747 -2.852
H 20.039 14.192 -2.788
H 15.084 14.267 2.044
H 17.181 16.188 0.611
O 10.981 13.201 3.153
C 16.704 15.335 6.635
H 17.015 14.655 5.841
H 10.434 12.363 0.840
H 15.413 9.916 5.451
H 20.314 7.124 -1.404
C 10.492 13.975 2.124
O 13.474 10.774 3.947
C 25.613 8.628 2.966
C 18.479 5.871 -1.286
H 12.894 9.760 5.685
C 24.922 9.864 3.539
C 18.879 10.441 -1.441
H 19.282 11.417 7.007
C 19.169 9.456 -2.542
C 17.236 13.872 -3.579
H 16.719 13.811 -2.622
H 19.698 16.800 -2.392
H 25.170 7.619 4.793
H 22.119 6.880 3.179
O 21.459 10.279 5.702
C 14.765 12.584 7.280
H 17.483 11.341 0.656
H 19.129 12.796 3.420
H 14.935 9.341 3.586
H 23.565 6.298 -0.050
O 18.305 16.406 -0.921
H 19.275 7.718 -0.331
H 23.962 9.639 4.003
H 14.686 10.178 7.043
C 16.392 14.074 -4.851
H 17.176 14.488 3.789
H 20.346 15.990 -0.953
C 21.409 6.326 2.565
H 24.190 12.513 3.529
H 10.563 15.756 3.273
H 21.199 5.318 2.924
C 15.780 13.550 7.927
H 22.756 4.787 0.338
H 15.267 5.300 -1.144
C 10.923 13.337 0.822
H 17.833 12.986 -3.798
H 13.334 8.836 3.140
C 16.276 4.993 -1.419
H 14.322 9.998 2.235
O 17.457 10.728 -1.430
H 14.376 11.922 8.054
C 17.246 11.627 -0.369
H 18.715 5.286 -2.175
O 15.839 12.888 -5.412
N 18.130 15.039 -3.227
N 18.269 12.344 5.393
H 20.259 9.467 -2.575
H 21.200 12.216 6.043
H 23.736 5.546 1.555
H 14.169 13.314 -6.576
H 22.681 11.428 3.236
H 15.577 14.795 -4.908
H 17.096 14.546 -5.537
H 12.950 11.622 5.586
C 20.674 11.455 5.466
H 18.803 5.330 -0.397
C 13.975 9.714 3.229
H 23.367 12.459 2.014
H 16.116 4.735 -2.466
C 13.411 10.661 5.358
H 10.728 13.899 -0.092
H 9.409 14.017 2.007
H 21.057 6.403 0.361
C 23.621 11.848 2.880
H 14.938 11.916 -6.982
C 19.236 14.725 -2.279
H 10.540 16.056 1.545
O 24.534 10.782 2.442
C 23.044 5.758 0.740
H 21.379 9.367 3.939
H 24.869 8.147 2.331
*
```

⟨S²⟩: 0.7508
LUMO level (alpha / beta) (eV): 2.37 / 2.37
DFT total energy (a.u.): -2448.609144
Orbital gap (alpha / beta) (hartree): 0.065 / 0.318

Atomic partial charges in e from the Löwdin method, atoms 1 to 6:
1. H 0.0680
2. C -0.5047
3. H 0.0738
4. H 0.1238
5. C -0.2091
6. H 0.0727

[2]
DFT (ωB97M-V/def2-TZVPD) results for a 2-piece molecular cluster, C8H9Br2NO2S overall.

Structure (ORCA input):
```
! wB97M-V def2-TZVPD RIJCOSX def2/J DEFGRID3
* xyz 0 1
C -2.416 0.821 -0.068
C -0.374 2.047 -0.371
Br 1.006 -2.728 0.863
C 0.937 2.382 -0.028
H -2.801 -1.156 0.983
H 2.600 1.810 1.183
C -1.099 1.110 0.424
H 2.362 -3.752 -2.076
Br -4.751 -0.769 -0.424
C 1.566 1.747 1.075
N 1.806 -3.046 -1.901
H 1.042 -2.901 -2.501
H 1.583 2.963 -0.611
O 0.538 -1.045 -1.453
S 1.659 -1.763 -0.944
C -0.507 0.563 1.548
C 0.833 0.858 1.849
H -1.118 -0.005 2.217
H 1.246 0.325 2.615
O 2.914 -1.092 -0.792
H -1.012 2.576 -1.080
H -2.895 1.336 -0.793
C -3.119 -0.281 0.285
*
```

Structure (SMILES): Br/C=C/c1ccccc1.NS(=O)(=O)Br
LUMO level (eV): -0.09
DFT total energy (a.u.): -6061.613854
Orbital gap (hartree): 0.298
Energy relative to the best compared isomer or geometry (same formula, charge and spin) (kcal/mol): 13.9

Atomic partial charges in e from the Löwdin method, atoms 1 to 6:
1. C -0.1597
2. C -0.0219
3. Br 0.5182
4. C -0.0541
5. H 0.0804
6. H 0.0841

[3]
DFT (ωB97M-V/def2-TZVPD) results for a 2-piece molecular cluster, C4H7NO2 overall.

Structure (ORCA input):
```
! wB97M-V def2-TZVPD RIJCOSX def2/J DEFGRID3
* xyz 0 1
H -0.269 1.600 -1.098
N -2.852 1.194 -0.274
H -0.116 -0.062 -2.278
H 1.775 0.288 1.385
H -0.782 0.046 1.759
C -2.049 0.471 0.115
H -1.348 -1.375 0.749
O 0.298 -0.630 -1.627
C -1.121 -0.342 0.759
H 2.495 -0.688 -0.011
H 1.345 -1.425 0.933
C 0.549 0.072 -0.420
C 1.636 -0.511 0.531
O 0.441 1.363 -0.523
*
```

LUMO level (eV): 0.49
DFT total energy (a.u.): -361.770737
Orbital gap (hartree): 0.342
Energy relative to the best compared isomer or geometry (same formula, charge and spin) (kcal/mol): 69.1

Atomic partial charges in e from the Löwdin method, atoms 1 to 6:
1. H 0.0963
2. N 0.1417
3. H 0.1016
4. H 0.1418
5. H 0.1099
6. C -0.3541

[4]
DFT (ωB97M-V/def2-TZVPD) results for C28H62HfN3O17 as an isolated structure.

Structure (ORCA input):
```
! wB97M-V def2-TZVPD RIJCOSX def2/J DEFGRID3
* xyz 3 1
H -33.771 0.097 -10.607
O -39.958 9.268 -2.474
H -28.884 13.041 -17.271
N -32.146 5.508 -5.913
H -41.674 2.346 -9.255
H -35.449 -0.733 -8.794
H -40.126 7.156 -3.418
C -27.117 12.200 -14.811
O -27.757 11.411 -13.767
H -39.107 13.956 -7.308
O -28.353 11.055 -16.686
C -41.746 3.295 -9.786
C -33.193 0.427 -9.744
H -27.536 13.182 -15.031
H -32.194 1.798 2.165
H -26.458 12.148 -16.854
H -44.552 3.860 -12.671
C -43.615 4.369 -12.894
H -38.994 12.368 -7.883
C -31.701 0.123 -10.065
H -28.729 15.699 -2.184
H -36.660 14.162 -7.502
C -32.050 -0.226 1.492
H -39.517 6.438 -1.951
C -29.314 13.878 -3.099
H -41.543 13.554 -11.374
C -31.466 13.881 -1.326
H -42.126 3.946 -8.999
H -30.789 15.761 -0.703
H -29.191 -0.455 -9.263
H -33.230 3.645 -0.528
H -31.472 -0.715 2.276
C -28.575 12.092 -12.804
H -43.656 5.412 -13.209
H -33.385 -2.308 0.715
H -42.241 2.477 -11.809
H -25.352 8.977 -6.918
H -33.057 -0.240 1.911
H -43.077 3.863 -13.696
H -41.351 13.145 -8.231
H -27.904 12.795 -12.311
H -29.362 1.053 -10.196
H -39.290 5.468 -9.881
H -29.336 12.683 -13.314
O -31.122 5.170 -5.368
O -24.659 6.532 -8.131
C -29.294 12.084 -16.947
H -36.814 12.471 -8.287
C -30.291 12.859 -3.114
C -29.423 14.873 -2.141
H -32.142 12.083 -2.098
H -31.856 -2.709 1.517
C -42.629 3.160 -11.054
C -34.450 -1.150 -8.673
H -32.323 13.812 -0.672
H -31.496 0.606 -11.021
C -30.575 14.929 -1.358
C -31.369 12.827 -2.219
C -31.714 1.277 1.337
H -32.232 3.893 0.804
H -26.506 7.622 -6.903
H -26.111 12.451 -14.476
H -33.638 2.769 0.960
O -38.057 13.922 -9.029
H -30.246 12.080 -3.861
O -32.115 1.894 0.042
H -41.013 5.866 -9.760
N -24.439 7.148 -7.116
H -29.880 12.151 -16.031
H -26.501 10.544 -16.092
C -40.516 13.415 -8.878
O -32.272 6.450 -6.587
Hf -31.840 0.376 -4.141
C -39.102 13.392 -8.241
O -30.921 0.491 -8.898
O -38.169 8.570 -1.329
C -27.047 11.477 -16.230
H -40.614 14.441 -9.232
H -30.644 1.434 1.471
H -31.523 -0.932 -10.271
C -29.547 0.575 -9.234
O -40.536 12.497 -9.892
H -36.016 13.685 -9.142
C -41.591 12.621 -10.813
H -34.280 -1.822 -9.515
H -38.359 6.867 -3.322
C -32.302 -2.340 0.594
C -40.291 5.182 -10.205
H -33.276 1.504 -9.598
H -29.971 11.769 -17.742
O -33.439 -0.228 -8.515
H -43.618 2.812 -10.755
O -42.775 4.402 -11.710
C -39.258 7.122 -2.759
H -29.104 1.174 -8.438
O -40.406 3.799 -9.943
C -25.536 7.969 -6.546
N -39.086 8.463 -2.188
C -32.818 3.108 0.326
O -32.981 4.661 -5.729
C -36.801 13.556 -8.397
H -41.542 11.882 -11.613
H -28.554 13.762 -3.857
O -31.879 -0.981 0.320
H -25.517 7.953 -5.456
H -32.067 -3.041 -0.207
H -42.601 12.548 -10.410
H -29.057 11.322 -12.201
O -23.408 7.197 -6.464
H -40.237 5.395 -11.273
H -34.546 -1.849 -7.842
*
```

LUMO level (eV): -12.91
DFT total energy (a.u.): -2593.240400
Orbital gap (hartree): 0.035
Energy relative to the best compared isomer or geometry (same formula, charge and spin) (kcal/mol): 356.6

Atomic partial charges in e from the Löwdin method, atoms 1 to 6:
1. H 0.1270
2. O 0.0755
3. H 0.1051
4. N -0.6790
5. H 0.1302
6. H 0.0921

[5]
DFT (ωB97M-V/def2-TZVPD) results for one molecule with the formula C19H22FNO3S.

Structure (ORCA input):
```
! wB97M-V def2-TZVPD RIJCOSX def2/J DEFGRID3
* xyz 0 1
C 1.681 2.113 0.567
C -2.963 -2.501 -1.335
C -3.007 1.117 -1.242
S 1.253 2.930 -1.002
C -1.987 2.034 -1.399
H -1.253 -0.329 3.684
C -0.430 -0.603 3.027
C -0.881 -1.988 -0.311
C 1.916 -1.978 -0.197
H 3.880 -0.791 -2.004
H -0.155 4.255 0.416
H 4.847 -0.285 -0.597
C 1.163 -1.482 0.866
F -4.476 -0.034 0.190
C -1.852 2.313 0.979
O -1.025 -0.995 1.816
C 3.853 -0.591 -0.933
H 1.686 -1.095 1.727
C -0.345 3.680 -0.490
N 2.944 0.514 -0.720
H 0.137 -1.423 3.482
C 2.878 1.178 0.449
H 2.171 0.606 -1.360
H -3.473 0.647 -2.094
H 3.740 -1.751 0.879
C -2.871 1.393 1.153
O -2.240 -1.941 -0.269
H 3.895 -2.724 -0.595
C -0.129 -2.494 -1.356
H -3.226 1.126 2.135
H -0.613 -2.903 -2.228
H -4.012 -2.356 -1.082
H -2.759 -3.572 -1.442
H -0.591 4.358 -1.307
H 1.893 2.873 1.321
C -3.444 0.816 0.036
H 1.823 -2.877 -2.134
C 1.259 -2.483 -1.302
C -1.415 2.658 -0.295
H -1.410 2.785 1.845
H -2.744 -1.996 -2.282
H -1.631 2.283 -2.388
O 3.674 1.053 1.354
H 0.810 1.524 0.868
C 3.412 -1.850 -0.155
C -0.218 -1.474 0.826
H 0.233 0.260 2.899
*
```

Structure (SMILES): COc1ccc(CCNC(=O)CSCc2ccc(F)cc2)cc1OC
LUMO level (eV): 0.65
DFT total energy (a.u.): -1515.743017
Orbital gap (hartree): 0.319
Energy relative to the best compared isomer or geometry (same formula, charge and spin) (kcal/mol): 10.2

Atomic partial charges in e from the Löwdin method, atoms 1 to 6:
1. C -0.3686
2. C -0.0853
3. C -0.0026
4. S 0.8913
5. C -0.0362
6. H 0.0942

[6]
DFT (ωB97M-V/def2-TZVPD) results for C30H33ClN3O5Pb as an isolated structure.

Structure (ORCA input):
```
! wB97M-V def2-TZVPD RIJCOSX def2/J DEFGRID3
* xyz 1 1
H -4.821 1.340 2.581
C -5.113 -0.737 2.151
H 0.313 -2.637 6.216
C 1.842 1.061 -1.911
C 3.942 -3.115 2.708
C -0.614 -0.354 3.258
H 1.752 -1.081 8.505
C 0.685 -1.230 -2.117
H -1.129 -1.683 4.882
H -3.064 -2.618 0.182
H -2.438 -0.791 4.144
C 0.601 0.620 9.052
H 1.077 4.295 1.117
O -0.180 0.803 3.070
H -6.015 -0.820 2.742
C -2.610 1.876 1.278
C 3.926 -1.938 3.458
C 3.305 -3.141 1.484
C 3.273 -0.808 3.007
O -0.530 -1.240 2.347
H 3.271 0.114 3.576
N 0.727 1.675 -1.127
H -1.246 3.991 1.701
H 0.851 -2.190 -2.609
H 2.405 -0.495 -3.199
O -1.710 -0.464 -0.188
H -3.144 2.707 1.744
H -1.222 2.426 -1.468
C -4.612 -1.849 1.465
H 4.439 -1.906 4.411
C -3.278 0.586 1.296
C -0.427 1.939 -2.018
C 0.638 3.342 0.819
C -0.385 1.518 8.683
H -0.390 -1.050 -2.117
Cl 1.389 0.780 10.592
H -0.827 1.012 -2.416
C 2.632 -2.014 1.002
H 1.911 -1.956 6.450
N -1.457 2.096 0.769
H -5.130 -2.797 1.532
C 1.237 2.959 -0.535
H -1.217 3.992 -0.060
H -0.109 2.583 -2.843
C -1.409 -0.704 4.505
C 2.007 -2.084 -0.311
H 2.350 -2.859 -1.002
C 0.902 -1.722 6.113
N 1.123 -1.256 -0.726
C -0.648 0.311 6.603
H 1.063 3.745 -1.276
C 2.615 -0.826 1.776
C 1.457 -0.103 -2.825
C -3.466 -1.761 0.706
O -1.419 0.315 5.457
C -2.789 -0.543 0.603
C -4.448 0.467 2.058
H 0.976 -1.488 5.054
H -0.666 2.329 9.342
C 0.364 -0.583 6.951
H 2.315 2.851 -0.422
H 4.462 -3.989 3.073
C 0.965 -0.401 8.202
H 2.299 1.848 -2.519
Pb 0.071 0.240 0.670
H 3.329 -4.037 0.875
C -1.002 1.350 7.461
O 2.067 0.316 1.328
H 0.899 0.229 -3.702
H 0.961 2.630 1.589
H 2.584 0.738 -1.182
C -0.884 3.446 0.827
H -1.785 2.026 7.143
*
```

LUMO level (eV): -4.10
DFT total energy (a.u.): -2356.265948
Orbital gap (hartree): 0.223
Energy relative to the best compared isomer or geometry (same formula, charge and spin) (kcal/mol): 0.0

Atomic partial charges in e from the Löwdin method, atoms 1 to 6:
1. H 0.1207
2. C -0.0674
3. H 0.0946
4. C -0.1795
5. C -0.0645
6. C -0.6008

[7]
DFT (ωB97M-V/def2-TZVPD) results for a 2-piece molecular cluster, C2H7IN3 overall.

Structure (ORCA input):
```
! wB97M-V def2-TZVPD RIJCOSX def2/J DEFGRID3
* xyz 1 1
H 1.255 0.701 1.210
C -1.779 -0.344 -0.097
N 1.357 0.790 -0.823
N -1.083 0.546 0.374
H 1.194 -1.870 -0.211
N 1.090 -1.138 0.520
I -3.967 -0.098 0.012
H 1.379 1.841 -0.898
H 1.184 -1.538 1.447
C 1.162 0.173 0.338
H 1.059 0.508 -1.660
H -1.441 1.485 0.625
H -1.411 -1.058 -0.836
*
```

LUMO level (eV): -3.68
DFT total energy (a.u.): -542.072021
Orbital gap (hartree): 0.343
Energy relative to the best compared isomer or geometry (same formula, charge and spin) (kcal/mol): 21.2

Atomic partial charges in e from the Löwdin method, atoms 1 to 6:
1. H 0.1264
2. C -0.6472
3. N 0.1770
4. N -0.0323
5. H 0.1592
6. N 0.1609

[8]
DFT (ωB97M-V/def2-TZVPD) results for one molecule with the formula C4H3NO2.

Structure (ORCA input):
```
! wB97M-V def2-TZVPD RIJCOSX def2/J DEFGRID3
* xyz 0 1
O 1.597 -1.246 0.910
O -2.115 1.085 0.263
H -1.710 -0.888 0.041
H 1.069 0.439 1.889
H 0.305 1.449 -0.214
C 0.454 -0.302 -1.411
C 0.146 0.367 -0.148
C 1.013 -0.200 0.988
N 0.608 -0.868 -2.407
C -1.367 0.163 0.089
*
```

Structure (SMILES): N#CC(C=O)C=O
LUMO level (eV): -0.44
DFT total energy (a.u.): -359.409823
Orbital gap (hartree): 0.384
Energy relative to the best compared isomer or geometry (same formula, charge and spin) (kcal/mol): 38.0

Atomic partial charges in e from the Löwdin method, atoms 1 to 6:
1. O 0.0972
2. O 0.0961
3. H 0.1459
4. H 0.1373
5. H 0.1552
6. C -0.1909

The highest DFT total energy belongs to which entry?
C4H3NO2

Which value of DFT total energy does entry 8 give?
-359.409823 a.u.

What did the fifth record say?
DFT (ωB97M-V/def2-TZVPD) results for one molecule with the formula C19H22FNO3S.

Structure (ORCA input):
```
! wB97M-V def2-TZVPD RIJCOSX def2/J DEFGRID3
* xyz 0 1
C 1.681 2.113 0.567
C -2.963 -2.501 -1.335
C -3.007 1.117 -1.242
S 1.253 2.930 -1.002
C -1.987 2.034 -1.399
H -1.253 -0.329 3.684
C -0.430 -0.603 3.027
C -0.881 -1.988 -0.311
C 1.916 -1.978 -0.197
H 3.880 -0.791 -2.004
H -0.155 4.255 0.416
H 4.847 -0.285 -0.597
C 1.163 -1.482 0.866
F -4.476 -0.034 0.190
C -1.852 2.313 0.979
O -1.025 -0.995 1.816
C 3.853 -0.591 -0.933
H 1.686 -1.095 1.727
C -0.345 3.680 -0.490
N 2.944 0.514 -0.720
H 0.137 -1.423 3.482
C 2.878 1.178 0.449
H 2.171 0.606 -1.360
H -3.473 0.647 -2.094
H 3.740 -1.751 0.879
C -2.871 1.393 1.153
O -2.240 -1.941 -0.269
H 3.895 -2.724 -0.595
C -0.129 -2.494 -1.356
H -3.226 1.126 2.135
H -0.613 -2.903 -2.228
H -4.012 -2.356 -1.082
H -2.759 -3.572 -1.442
H -0.591 4.358 -1.307
H 1.893 2.873 1.321
C -3.444 0.816 0.036
H 1.823 -2.877 -2.134
C 1.259 -2.483 -1.302
C -1.415 2.658 -0.295
H -1.410 2.785 1.845
H -2.744 -1.996 -2.282
H -1.631 2.283 -2.388
O 3.674 1.053 1.354
H 0.810 1.524 0.868
C 3.412 -1.850 -0.155
C -0.218 -1.474 0.826
H 0.233 0.260 2.899
*
```

Structure (SMILES): COc1ccc(CCNC(=O)CSCc2ccc(F)cc2)cc1OC
LUMO level (eV): 0.65
DFT total energy (a.u.): -1515.743017
Orbital gap (hartree): 0.319
Energy relative to the best compared isomer or geometry (same formula, charge and spin) (kcal/mol): 10.2

Atomic partial charges in e from the Löwdin method, atoms 1 to 6:
1. C -0.3686
2. C -0.0853
3. C -0.0026
4. S 0.8913
5. C -0.0362
6. H 0.0942

DFT total energy of number 7 (C2H7IN3)?
-542.072021 a.u.